# C20H55CdN5O5

A structure of composition C20H55CdN5O5 at a distorted geometry (ωB97M-V/def2-TZVPD, the Open Molecules 2025 dataset).

The geometry in XYZ format:
```
86
Properties=species:S:1:pos:R:3:forces:R:3
Cd 0.3051 0.2069 -0.5019 -0.158 -0.944 0.881
C 1.6282 -4.1291 0.3882 1.139 0.247 0.669
C 1.9975 -2.6617 0.1357 -0.629 -0.114 0.075
C 3.3421 -2.5442 -0.5376 -0.437 0.196 -0.260
O 3.7937 -1.2063 -0.4256 0.121 0.314 -0.037
C 5.0512 -1.0143 -1.0538 0.534 -0.145 -0.555
N 0.8834 -1.9513 -0.6260 0.690 -2.260 0.672
H 1.6100 -4.7262 -0.5215 -0.500 0.036 -0.066
H 0.7495 -4.1972 1.0270 -0.373 -0.151 -0.474
H 2.4214 -4.5756 1.0045 -0.063 0.072 -0.141
H 2.0763 -2.1719 1.1116 -0.062 0.132 -0.085
H 3.2260 -2.8422 -1.5929 0.243 0.047 0.031
H 4.0534 -3.2200 -0.0580 0.040 -0.037 -0.028
H 5.7262 -1.8494 -0.8437 -0.042 0.044 0.015
H 5.5443 -0.1009 -0.7225 -0.342 0.025 0.340
H 4.9551 -0.9271 -2.1484 -0.119 -0.197 0.144
H 0.7889 -2.4540 -1.5155 0.215 0.376 -0.016
H 0.0537 -2.3118 -0.1464 -0.208 0.172 -0.189
C 3.1879 0.4180 3.4243 -0.321 -0.887 0.305
C 1.7566 0.3808 2.8604 0.683 0.121 -1.030
C 0.9066 1.3778 3.6117 0.844 0.394 0.123
O -0.4480 1.3293 3.2865 -0.190 -0.058 0.170
C -1.1632 2.4022 3.8600 -0.192 0.889 0.000
N 1.7855 0.7519 1.3642 1.244 0.434 1.431
H 3.1812 0.1414 4.4846 -0.084 0.428 -0.014
H 3.6853 1.3754 3.2801 -0.008 0.034 0.029
H 3.7787 -0.3975 2.9946 0.049 0.321 -0.366
H 1.4317 -0.6613 2.9076 -0.471 0.185 0.214
H 1.3026 2.3825 3.3575 -0.038 -0.136 0.072
H 1.0870 1.2680 4.6891 -0.286 -0.147 -0.030
H -1.0537 2.4925 4.9460 0.009 -0.441 -0.034
H -2.2112 2.2763 3.6028 -0.068 -0.063 0.085
H -0.8261 3.3747 3.4611 0.003 -0.274 -0.117
H 1.9704 1.7649 1.4096 -0.468 -0.193 -0.279
H 2.7268 0.4393 1.0877 -0.453 -0.369 -0.368
C 3.0317 2.5766 -3.1281 0.138 0.759 0.634
C 2.2596 2.1179 -1.8862 0.430 -0.059 -1.127
C 0.9719 2.9356 -1.7898 -0.403 -0.992 0.707
O 0.1086 2.3324 -0.7844 -0.013 1.886 -0.149
C -0.6698 3.2633 -0.0022 0.862 0.159 -0.070
N 1.9579 0.6616 -1.9763 0.806 0.247 -0.941
H 2.3564 2.6720 -3.9769 0.152 -0.189 -0.207
H 3.8774 1.9273 -3.3389 -0.111 -0.216 -0.139
H 3.4707 3.5622 -2.9372 -0.150 -0.016 -0.158
H 2.8916 2.3131 -1.0198 -0.179 -0.276 0.251
H 0.4146 2.8808 -2.7303 0.156 0.311 -0.068
H 1.1970 3.9578 -1.4948 -0.023 0.116 -0.204
H -1.3913 2.6922 0.5678 -0.235 -0.058 -0.122
H -1.1325 4.0090 -0.6476 -0.252 -0.154 -0.010
H -0.0046 3.7894 0.6937 -0.072 -0.045 -0.053
H 1.7733 0.4196 -2.9553 -0.450 0.405 0.180
H 2.8002 0.0977 -1.8344 -0.083 0.324 0.697
C -2.3604 0.8766 -4.1600 0.148 0.390 0.179
C -2.2244 0.8703 -2.6372 0.684 -0.858 0.156
C -3.5554 0.6165 -1.9578 -0.507 0.083 -0.038
O -3.5023 1.0872 -0.6264 -0.239 0.137 0.554
C -4.7820 1.2726 -0.0012 -0.356 -0.693 -0.612
N -1.1570 -0.2178 -2.2239 -2.505 0.523 -1.800
H -2.7134 -0.0901 -4.5236 0.040 0.041 -0.102
H -1.4042 1.1379 -4.6238 0.032 -0.322 0.020
H -3.0371 1.6588 -4.5103 -0.173 -0.145 0.184
H -1.8549 1.8314 -2.2836 0.039 0.015 0.009
H -3.8421 -0.4502 -1.9856 0.169 0.082 -0.002
H -4.3472 1.1484 -2.5085 0.175 0.032 0.089
H -4.6407 1.7201 0.9773 0.164 0.229 -0.087
H -5.3194 0.3185 0.1509 0.351 0.097 -0.089
H -5.4416 1.8754 -0.6384 0.241 0.182 0.217
H -0.8471 -0.4905 -3.1609 0.635 -0.021 0.381
H -1.7471 -1.0303 -1.9920 0.388 0.183 0.458
C -2.2526 -1.2577 3.1161 -0.168 -0.403 -0.075
C -1.6930 -1.5301 1.7205 0.561 2.577 -0.443
C -2.7194 -2.2397 0.8823 0.546 -1.352 -0.530
O -2.1399 -2.6290 -0.3709 -0.327 -0.181 -0.204
C -2.9168 -3.6312 -1.0802 0.343 0.620 0.329
N -1.3539 -0.1580 1.0281 -2.014 -0.454 1.762
H -1.5188 -0.9110 3.8398 0.165 -0.048 -0.193
H -2.7041 -2.1760 3.4988 -0.018 0.115 0.126
H -3.0302 -0.4897 3.0628 -0.064 -0.122 -0.038
H -0.7027 -1.9807 1.7483 -0.290 -0.822 0.184
H -3.6132 -1.6261 0.7094 0.065 0.034 0.163
H -3.0009 -3.1700 1.3949 -0.223 0.242 0.094
H -2.3787 -3.8223 -2.0068 -0.113 0.010 -0.025
H -3.9215 -3.2499 -1.2906 0.081 -0.075 -0.030
H -2.9916 -4.5673 -0.5205 0.043 0.142 0.127
H -2.2966 0.1822 0.7778 0.504 -0.114 -0.791
H -1.2063 0.4732 1.8348 0.744 -0.378 -0.364
```
Positions in Å, forces in eV/Å.

Calculated values
Energy in eV: -43871.1984
Energy relative to the best compared isomer or geometry (same formula, charge and spin) in kcal/mol: 11.4
Frontier orbital gap in eV: 10.6
Charge: +2